Record 1
Formula: C4H8O2
Source: the Open Molecules 2025 dataset
Level of theory: ωB97M-V/def2-TZVPD

Values from the calculation:
2S+1: 1
HOMO (eV): -9.449
SMILES: COCC(C)=O
Gap between HOMO and LUMO (eV): 10.32
Relative energy (zero: lowest compared OMol25 entry of this formula, charge and spin) (kcal per mole): 36.41

Last column: Mulliken charge in e.
Atoms and positions in Å:
O1 1.308 0.247 -0.196  -0.36
O2 -2.133 1.145 -0.445  -0.56
C1 -1.157 0.670 0.090  0.60
C2 0.129 0.832 -0.695  -0.36
C3 -1.143 0.104 1.493  -1.06
C4 1.540 -1.051 -0.731  -0.68
H1 -1.325 -0.966 1.421  0.27
H2 -1.930 0.518 2.122  0.36
H3 -0.048 0.546 -1.736  0.32
H4 -0.186 0.238 1.988  0.31
H5 0.092 1.932 -0.697  0.33
H6 2.492 -1.412 -0.330  0.25
H7 1.608 -1.029 -1.830  0.31
H8 0.754 -1.774 -0.455  0.28



Record 2
Formula: C10H8BrN2O4PV
Source: the Open Molecules 2025 dataset
Level of theory: ωB97M-V/def2-TZVPD

Values from the calculation:
2S+1: 1
HOMO (eV): -11.948
Gap between HOMO and LUMO (eV): 2.77
Total charge: +1
Relative energy (zero: lowest compared OMol25 entry of this formula, charge and spin) (kcal per mole): 0.00

Last column: Mulliken charge in e.
Atoms and positions in Å:
Br1 -5.580 2.334 -0.487  -0.18
V1 1.093 -2.802 -2.932  1.79
P1 -4.677 1.187 1.195  0.28
O1 -4.306 2.287 2.308  -0.40
O2 0.095 -4.094 -2.858  -0.65
O3 4.725 0.758 0.480  -0.38
O4 2.213 -1.611 -3.253  -0.72
N1 -1.534 0.388 -1.306  -0.57
N2 -2.105 0.509 1.473  -0.55
C1 0.705 -0.221 -0.747  -0.31
C2 -2.706 0.706 -0.836  -0.16
C3 1.708 -0.519 0.183  0.00
C4 3.111 -0.848 -0.206  -0.90
C5 0.136 -0.136 1.959  -0.50
C6 -2.998 0.787 0.550  0.39
C7 -0.886 0.160 1.018  0.19
C8 3.875 0.483 -0.283  0.01
C9 1.406 -0.464 1.565  -0.85
C10 -0.600 0.118 -0.349  0.34
H1 3.544 1.165 -1.078  0.38
H2 -3.412 2.642 2.214  0.34
H3 2.167 -0.655 2.300  0.47
H4 -3.487 0.935 -1.542  0.36
H5 -0.127 -0.085 3.002  0.50
H6 3.533 -1.456 0.582  0.42
H7 3.150 -1.350 -1.164  0.33
H8 0.958 -0.219 -1.789  1.36



Record 3
Formula: C44H109AgMgN7O3
Source: the Open Molecules 2025 dataset
Level of theory: ωB97M-V/def2-TZVPD

Values from the calculation:
2S+1: 1
HOMO (eV): -10.001
Gap between HOMO and LUMO (eV): 7.68
Total charge: +1

Last column: Mulliken charge in e.
Atoms and positions in Å:
Ag1 -3.147 2.423 1.425  0.43
Mg1 -1.341 3.508 -0.962  0.48
O1 -0.486 2.597 0.802  -0.21
O2 -3.140 3.475 -0.406  -0.70
O3 0.012 2.101 -1.285  -0.80
N1 1.541 -3.458 -4.840  0.14
N2 4.209 1.623 -1.584  0.24
N3 -4.749 -2.266 -1.683  0.47
N4 -0.373 -4.606 1.378  0.14
N5 3.184 0.159 4.661  0.36
N6 -2.657 1.786 3.660  1.16
N7 -0.707 5.290 -1.998  0.99
C1 4.340 1.018 -0.258  0.25
C2 0.789 -3.315 -0.478  -0.26
C3 0.093 1.823 -0.024  1.35
C4 -1.677 -0.113 5.121  -1.35
C5 3.737 1.072 6.937  -1.24
C6 0.767 5.308 0.006  -1.09
C7 -0.103 6.166 -0.941  -0.67
C8 0.739 -2.397 -4.244  0.28
C9 -1.540 -3.624 3.337  -1.63
C10 5.136 -0.368 -0.312  -1.44
C11 -1.497 7.487 -3.116  -1.35
C12 -1.636 2.678 4.182  0.17
C13 -1.836 6.067 -2.654  -0.62
C14 -1.907 4.109 3.683  -1.10
C15 -3.974 -3.505 -1.450  0.32
C16 2.375 1.276 4.184  0.13
C17 -5.418 -2.309 -2.990  -0.41
C18 -4.673 -1.100 0.541  -0.03
C19 0.761 0.560 0.505  0.28
C20 3.165 2.291 3.340  -1.11
C21 0.731 -4.677 -4.778  -0.16
C22 4.212 0.666 5.561  -0.41
C23 0.252 -7.034 1.424  -1.11
C24 3.584 -0.754 3.640  0.30
C25 3.205 0.884 -2.432  0.90
C26 -0.034 3.820 -3.957  -1.33
C27 1.070 -5.834 -5.760  -1.28
C28 -5.543 -1.780 -0.553  -0.91
C29 -0.883 -5.978 1.634  -0.30
C30 4.876 3.873 -0.701  -1.61
C31 -4.712 -4.753 -1.147  -1.32
C32 2.798 -3.613 -4.128  -0.02
C33 -5.675 -0.904 -3.478  -1.17
C34 -0.242 -4.433 -0.099  -0.25
C35 -0.217 -1.806 -5.334  -1.41
C36 -5.147 2.369 3.944  -1.26
C37 0.346 4.930 -2.974  -0.43
C38 2.760 -2.010 3.671  -1.48
C39 -1.359 -3.636 1.827  0.95
C40 -2.206 0.385 3.700  -0.15
C41 -3.863 1.852 4.512  -0.67
C42 3.768 -2.651 -4.706  -0.93
C43 3.993 3.055 -1.678  -0.17
C44 3.584 1.057 -3.907  -1.72
H1 0.583 -6.784 -5.359  0.35
H2 -1.631 2.711 5.285  0.65
H3 -4.906 -0.227 -3.026  0.15
H4 4.908 -0.146 5.827  0.37
H5 4.889 -0.859 0.628  0.27
H6 -5.016 -4.555 -0.112  0.36
H7 -6.229 -2.465 -0.042  0.36
H8 0.773 3.552 -4.650  0.41
H9 4.809 1.452 5.121  0.38
H10 -2.929 4.184 3.349  0.20
H11 -2.340 7.871 -3.722  0.40
H12 -0.993 -0.989 4.926  0.29
H13 -1.804 -6.191 1.092  0.26
H14 -6.233 -0.987 -0.825  0.36
H15 -2.613 6.244 -1.850  0.24
H16 -6.640 -0.571 -3.206  0.36
H17 -0.367 2.893 -3.517  0.22
H18 4.228 3.492 -2.644  0.31
H19 3.124 -2.708 2.919  0.46
H20 1.203 4.608 -2.306  0.14
H21 -1.461 0.219 2.973  -0.47
H22 1.363 0.911 1.415  -0.75
H23 2.009 1.913 5.043  0.23
H24 -0.074 -0.019 0.915  0.13
H25 -0.811 -0.953 -4.936  0.33
H26 0.418 7.031 -1.417  0.42
H27 0.487 -2.568 -1.221  0.02
H28 3.215 0.234 7.484  0.27
H29 -4.032 -0.282 0.148  0.01
H30 6.171 -0.177 -0.224  0.41
H31 -3.634 2.588 5.328  0.31
H32 0.840 -7.102 2.342  0.30
H33 -0.868 6.569 -0.297  0.51
H34 -2.445 -0.562 5.748  0.49
H35 -1.087 -2.641 1.600  -0.19
H36 4.646 3.694 0.364  0.28
H37 4.899 -1.017 -1.087  0.38
H38 4.604 -1.044 3.841  0.62
H39 1.589 4.790 -0.407  0.14
H40 -3.265 -3.347 -0.582  -0.90
H41 3.850 1.834 2.632  0.39
H42 -1.290 -4.219 -0.522  -0.56
H43 -5.298 2.012 2.894  0.11
H44 3.053 1.915 6.998  0.32
H45 4.301 0.335 -4.277  0.31
H46 3.226 -0.139 -2.152  0.29
H47 -0.584 2.295 3.888  -0.57
H48 -1.333 8.129 -2.230  0.33
H49 3.923 2.050 -4.254  0.33
H50 -0.866 4.183 -4.644  0.30
H51 -0.614 -3.825 3.890  0.38
H52 -3.086 -0.165 3.343  0.50
H53 0.902 -2.757 0.496  -0.17
H54 -4.027 -5.632 -1.210  0.37
H55 -0.311 -4.382 -4.991  0.31
H56 -6.046 2.131 4.558  0.40
H57 0.688 -5.035 -3.723  0.03
H58 4.781 -2.747 -4.315  0.43
H59 2.508 2.968 2.737  0.21
H60 1.341 -1.688 -3.759  0.07
H61 3.365 -1.648 -4.447  -0.19
H62 3.281 -4.593 -4.137  0.57
H63 1.712 -3.846 -0.671  0.26
H64 0.077 4.622 0.542  -0.07
H65 -0.842 -2.632 -5.762  0.27
H66 -5.582 -4.964 -1.746  0.35
H67 2.893 3.371 -1.524  0.26
H68 4.898 1.787 0.263  0.58
H69 -3.300 -3.681 -2.317  0.40
H70 0.871 -5.586 -6.787  0.33
H71 1.181 5.904 0.798  0.64
H72 5.899 3.534 -0.837  0.48
H73 -1.207 4.265 2.832  0.10
H74 -6.374 -2.913 -3.106  0.23
H75 2.174 1.295 -2.333  -0.74
H76 2.153 -5.997 -5.682  0.30
H77 0.138 -5.334 -0.515  0.65
H78 4.703 1.328 7.512  0.36
H79 0.870 -6.872 0.536  0.29
H80 3.558 -0.285 2.590  -0.69
H81 -2.229 5.459 -3.481  0.46
H82 0.192 -2.903 -3.453  0.08
H83 -1.701 4.865 4.486  0.34
H84 3.779 3.024 3.883  0.49
H85 1.725 -1.895 3.521  0.26
H86 -1.892 -2.608 3.626  -0.02
H87 3.353 0.978 0.126  -0.30
H88 4.749 4.988 -0.906  0.38
H89 -5.249 -0.770 1.414  0.46
H90 1.484 0.842 3.674  -0.54
H91 -4.682 -2.728 -3.663  0.45
H92 0.524 -1.468 -6.060  0.38
H93 3.781 -2.752 -5.826  0.33
H94 -5.196 3.478 3.846  0.31
H95 1.302 0.087 -0.322  -0.04
H96 -2.304 -4.353 3.643  0.56
H97 -2.325 -3.798 1.296  -0.16
H98 -1.216 -5.876 2.683  0.43
H99 -3.932 3.640 -0.877  0.00
H100 0.668 5.771 -3.538  0.51
H101 -3.842 -1.769 0.822  -0.38
H102 -0.682 7.573 -3.805  0.33
H103 3.074 -2.524 4.618  0.34
H104 -5.648 -0.855 -4.584  0.41
H105 2.609 -3.441 -3.055  -0.19
H106 -4.022 0.957 5.126  0.40
H107 2.701 0.943 -4.493  0.47
H108 -0.079 -8.115 1.328  0.34
H109 -1.194 0.686 5.671  0.42



Record 4
Formula: C28H49Br12I4N5OP
Source: the Open Molecules 2025 dataset
Level of theory: ωB97M-V/def2-TZVPD

Values from the calculation:
2S+1: 1
HOMO (eV): -10.252
Gap between HOMO and LUMO (eV): 7.62
Total charge: +1

Last column: Mulliken charge in e.
Atoms and positions in Å:
I1 4.880 -0.991 0.617  0.04
I2 3.237 -5.702 0.052  0.11
I3 5.373 -0.768 -3.440  0.13
I4 4.814 -3.915 -3.005  0.10
Br1 -3.859 1.002 3.800  -0.16
Br2 -0.429 6.401 8.019  -0.10
Br3 -0.338 1.273 4.875  -0.08
Br4 -3.748 5.394 6.753  -0.14
Br5 -6.923 -3.641 -7.217  -0.12
Br6 -0.177 1.335 -0.797  -0.10
Br7 4.298 4.032 -3.566  -0.13
Br8 1.659 7.573 -5.020  -0.12
Br9 -2.069 -2.110 -3.193  -0.06
Br10 -1.857 6.999 -5.965  -0.11
Br11 -3.344 -3.782 -6.348  -0.13
Br12 1.014 2.806 -4.708  -0.12
P1 1.462 -3.070 2.110  0.19
O1 -1.891 -3.920 0.770  -0.52
N1 -0.334 -1.938 0.268  1.14
N2 -1.397 -1.720 1.119  -0.54
N3 0.905 -2.517 0.547  -0.03
N4 2.720 -2.948 -1.014  0.77
N5 0.732 -1.941 -1.612  0.14
C1 -2.107 -2.914 1.419  0.57
C2 3.088 -2.726 -2.455  -0.98
C3 -1.053 7.164 -4.202  -0.56
C4 3.594 -3.603 -0.127  -1.46
C5 -1.555 -0.982 -1.687  -0.27
C6 4.551 -3.069 0.620  0.82
C7 -2.628 1.214 -2.301  -1.34
C8 -1.307 0.463 -2.160  0.19
C9 -4.836 -3.003 -5.364  -0.43
C10 -1.132 -0.803 2.249  -1.25
C11 2.272 4.010 -5.587  -0.07
C12 3.698 3.587 -5.363  -0.61
C13 -6.075 -3.849 -5.480  -0.64
C14 -3.106 1.087 5.595  -0.56
C15 0.406 -4.376 2.827  -0.12
C16 1.836 -1.679 3.277  -0.40
C17 1.501 -2.493 -0.692  0.43
C18 0.027 8.212 -4.177  -0.58
C19 -0.401 -1.608 -1.011  -0.61
C20 -1.006 6.041 6.199  -0.32
C21 5.430 -3.859 1.535  -1.46
C22 1.204 -4.925 4.032  -1.37
C23 -2.401 6.547 5.945  -0.62
C24 -1.945 2.039 5.666  -0.62
C25 2.451 -0.732 -3.871  -0.22
C26 -3.149 -2.907 2.498  -1.06
C27 3.132 -2.026 4.048  -1.29
C28 3.397 -1.201 -2.745  -0.13
H1 -0.562 -4.065 3.213  0.04
H2 -0.912 4.970 6.048  0.05
H3 2.810 0.203 -4.287  0.03
H4 -3.239 -1.969 3.041  0.18
H5 2.348 -1.498 -4.635  0.27
H6 -2.133 2.975 5.150  0.27
H7 -0.688 6.178 -3.930  0.30
H8 4.805 -4.343 2.284  0.33
H9 2.221 -5.187 3.760  0.32
H10 6.151 -3.211 2.023  0.43
H11 6.001 -4.592 0.970  0.37
H12 3.850 2.520 -5.488  0.33
H13 2.910 -2.023 5.112  0.36
H14 -5.874 -4.908 -5.352  0.39
H15 4.363 4.128 -6.032  0.40
H16 -2.839 0.072 5.871  0.40
H17 -0.293 6.559 5.562  0.37
H18 -3.390 0.803 -1.645  0.36
H19 2.020 3.964 -6.644  0.39
H20 3.539 -2.996 3.784  0.20
H21 -2.416 -0.958 -1.036  0.42
H22 -2.567 7.543 6.341  0.42
H23 -4.110 -3.099 2.027  0.38
H24 0.989 -1.535 3.945  0.31
H25 -2.972 -3.715 3.202  0.33
H26 3.873 -1.260 3.842  0.34
H27 1.468 -0.519 -3.458  -0.26
H28 -4.975 -1.997 -5.747  0.40
H29 -1.941 -0.085 2.340  0.08
H30 1.209 -4.148 4.797  0.34
H31 -2.974 1.195 -3.329  0.38
H32 1.997 -0.788 2.673  0.39
H33 0.672 -5.757 4.482  0.43
H34 2.060 5.006 -5.209  -0.20
H35 0.306 8.446 -3.152  0.35
H36 -0.968 -1.318 3.191  0.63
H37 -3.918 1.432 6.231  0.40
H38 -2.477 2.240 -1.984  0.42
H39 -1.869 7.444 -3.539  0.36
H40 -0.255 9.124 -4.692  0.38
H41 -2.620 6.541 4.880  0.34
H42 -0.251 -0.211 2.029  0.44
H43 -4.508 -2.955 -4.329  0.13
H44 -6.821 -3.531 -4.756  0.35
H45 3.145 -0.609 -1.876  0.27
H46 2.316 -3.090 -3.116  1.00
H47 -0.744 0.489 -3.085  0.30
H48 0.337 -5.175 2.093  0.43
H49 -1.686 2.245 6.702  0.42



Record 5
Formula: C2H6N2
Source: the Open Molecules 2025 dataset
Level of theory: ωB97M-V/def2-TZVPD

Values from the calculation:
2S+1: 1
HOMO (eV): -9.166
SMILES: CC1NN1
Gap between HOMO and LUMO (eV): 10.32
Relative energy (zero: lowest compared OMol25 entry of this formula, charge and spin) (kcal per mole): 92.47

Last column: Mulliken charge in e.
Atoms and positions in Å:
N1 -0.984 -0.858 0.352  -0.37
N2 -0.222 -1.634 -0.693  -0.46
C1 0.418 1.171 -0.147  -0.91
C2 0.281 -0.240 0.353  0.25
H1 1.082 -0.482 1.186  0.22
H2 1.366 1.695 -0.414  0.31
H3 -0.334 1.393 -0.982  0.25
H4 -0.507 -1.355 -1.620  0.21
H5 -1.175 -1.479 1.220  0.28
H6 0.076 1.790 0.745  0.22



Record 6
Formula: C5H15BF3INbO6S
Source: the Open Molecules 2025 dataset
Level of theory: ωB97M-V/def2-TZVPD

Values from the calculation:
2S+1: 1
HOMO (eV): -5.661
Gap between HOMO and LUMO (eV): 7.38
Total charge: -1

Last column: Mulliken charge in e.
Atoms and positions in Å:
I1 0.065 0.358 3.656  -0.30
Nb1 0.326 -1.788 1.932  -0.69
S1 2.867 -2.259 2.155  0.72
F1 4.166 -4.193 0.771  -0.24
F2 2.394 -4.873 1.835  -0.24
F3 4.230 -4.465 2.921  -0.23
O1 3.165 -2.032 3.570  -0.57
O2 -2.745 -2.170 2.832  -0.45
O3 -0.957 1.862 -0.931  -0.34
O4 -2.519 -2.584 0.491  -0.50
O5 3.614 -1.463 1.190  -0.62
O6 -0.581 3.807 -3.120  -0.37
C1 -1.216 0.839 -1.872  -0.78
C2 3.457 -4.052 1.907  0.65
C3 0.241 2.566 -1.188  -0.48
C4 -1.979 3.996 -3.151  -0.69
C5 -0.025 3.915 -1.817  -0.57
B1 -1.955 -2.270 1.709  0.68
H1 -1.150 1.214 -2.898  0.36
H2 -0.514 0.011 -1.737  0.29
H3 0.744 2.720 -0.228  0.39
H4 0.111 -3.086 3.249  0.04
H5 0.346 -0.577 0.545  0.34
H6 -2.224 0.470 -1.690  0.24
H7 -2.486 3.378 -2.406  0.30
H8 0.909 1.976 -1.823  0.34
H9 -2.303 -2.651 3.549  0.26
H10 -2.238 5.049 -2.979  0.32
H11 0.368 -3.044 0.639  -0.02
H12 -2.017 -3.321 0.111  0.24
H13 0.920 4.459 -1.911  0.37
H14 -2.325 3.710 -4.144  0.24
H15 -0.690 4.497 -1.169  0.33